(1)
Molecular formula: C19H15N3O3
Method: DFT, ωB97M-V/def2-TZVPD

```
40
Properties=species:S:1:pos:R:3:nbo_charge:R:1
O -0.394 -3.165 1.915 -0.579
C -0.032 -2.401 1.049 0.670
N 1.080 -2.646 0.302 -0.628
C 1.636 -1.854 -0.710 0.230
C 0.846 -1.323 -1.727 -0.272
C 1.414 -0.515 -2.695 -0.194
C 2.771 -0.244 -2.673 -0.230
C 3.566 -0.804 -1.686 -0.198
C 3.006 -1.608 -0.712 -0.252
H 3.619 -2.030 0.070 0.221
H 4.628 -0.608 -1.670 0.216
H 3.210 0.391 -3.427 0.215
H 0.792 -0.103 -3.475 0.213
H -0.208 -1.554 -1.761 0.222
H 1.696 -3.335 0.716 0.413
C -0.842 -1.189 0.672 0.115
C -2.148 -1.358 0.405 -0.237
C -3.087 -0.331 -0.024 -0.113
C -4.392 -0.311 0.473 -0.141
C -5.261 0.684 0.064 -0.246
C -4.803 1.633 -0.839 0.031
N -3.586 1.603 -1.355 -0.410
C -2.762 0.649 -0.969 0.012
H -1.803 0.640 -1.475 0.188
H -5.435 2.443 -1.177 0.195
H -6.272 0.725 0.438 0.223
H -4.705 -1.063 1.183 0.221
H -2.552 -2.350 0.543 0.240
N -0.205 0.044 0.646 -0.625
C 1.008 0.324 1.230 0.647
O 1.639 -0.473 1.888 -0.571
C 1.474 1.688 0.935 0.142
C 0.977 2.691 0.133 -0.251
C 1.902 3.750 0.213 -0.322
C 2.890 3.319 1.051 0.128
O 2.640 2.086 1.485 -0.356
H 3.787 3.792 1.398 0.208
H 1.842 4.697 -0.283 0.234
H 0.077 2.687 -0.448 0.227
H -0.759 0.819 0.312 0.416
```

E_HOMO, eV: -8.5879
E_LUMO, eV: 0.08
Spin multiplicity: 1
Maximum force, eV Å⁻¹: 1.0
Structure (SMILES): O=C(Nc1ccccc1)/C(=C/c1cccnc1)NC(=O)c1ccco1
Energy above the lowest of the compared OMol25 structures with the same formula, charge and spin, kJ/mol: 61.39

***

(2)
Molecular formula: C19H15N4O5W
Method: DFT, ωB97M-V/def2-TZVPD

```
44
Properties=species:S:1:pos:R:3:nbo_charge:R:1
W -0.133 -0.604 1.137 2.274
O -0.550 -4.388 -1.328 -0.587
C 0.710 -4.699 -1.135 0.487
C 1.301 -5.864 -1.608 -0.326
C 2.631 -6.104 -1.345 0.026
C 3.444 -5.204 -0.603 -0.229
C 2.906 -4.058 -0.131 -0.096
C 1.517 -3.751 -0.386 -0.181
C 1.015 -2.571 0.065 0.572
O -0.243 -2.104 -0.060 -0.575
N 1.706 -1.642 0.925 -0.357
N 1.592 -0.357 0.376 -0.366
C 2.418 0.681 0.250 0.301
C 1.817 1.920 0.002 -0.223
C 2.624 3.020 -0.374 -0.043
C 2.044 4.207 -0.758 -0.200
C 0.654 4.322 -0.773 -0.023
C -0.182 3.267 -0.386 -0.255
C 0.395 2.095 0.013 0.416
O -0.438 1.082 0.464 -0.587
H -1.020 -5.056 -1.853 0.531
H 0.711 -6.576 -2.173 0.267
H 3.077 -7.018 -1.717 0.266
H 4.480 -5.449 -0.422 0.271
H 3.494 -3.359 0.448 0.248
H 3.491 0.526 0.230 0.283
H 3.701 2.903 -0.377 0.259
H 2.659 5.045 -1.055 0.277
H 0.200 5.256 -1.080 0.270
H -1.258 3.379 -0.380 0.275
C -1.630 -0.849 5.678 -0.418
N -0.434 -0.403 4.922 -0.322
C 0.692 0.119 5.597 0.074
C 1.798 0.521 4.960 -0.292
C 1.907 0.454 3.504 0.654
O 2.835 0.774 2.809 -0.524
N 0.713 -0.050 2.918 -0.632
C -0.339 -0.471 3.628 0.782
O -1.233 -0.956 2.766 -0.632
H -2.014 -0.005 6.244 0.257
H -1.335 -1.655 6.347 0.256
H -2.380 -1.201 4.977 0.253
H 0.583 0.159 6.672 0.273
H 2.645 0.904 5.512 0.295
```

Charge: +3
E_HOMO, eV: -18.0694
E_LUMO, eV: -12.31
Spin multiplicity: 1
Maximum force, eV Å⁻¹: 0.3

***

(3)
Molecular formula: C19H16B2CrO5S4
Method: DFT, ωB97M-V/def2-TZVPD

```
47
Properties=species:S:1:pos:R:3:nbo_charge:R:1
Cr -1.713 1.288 1.360 0.730
O -8.623 0.586 1.084 -0.647
C -7.418 0.748 1.144 0.162
S -6.451 1.501 -0.117 0.289
C -4.870 1.377 0.662 -0.404
C -4.854 0.790 1.880 -0.412
S -3.455 0.535 2.888 -0.406
S -6.415 0.242 2.499 0.286
S -3.503 2.029 -0.192 -0.429
O -0.174 2.549 4.085 -0.694
B -0.742 2.797 2.785 0.524
O -0.716 4.223 2.632 -0.679
C -0.193 4.763 3.753 0.242
C 0.025 6.089 4.071 -0.272
C 0.592 6.367 5.316 -0.250
C 0.921 5.350 6.200 -0.250
C 0.698 4.010 5.876 -0.292
C 0.139 3.738 4.644 0.304
H -0.240 6.874 3.375 0.210
H 0.774 7.398 5.599 0.191
H 1.357 5.600 7.161 0.191
H 0.948 3.208 6.558 0.208
C 3.022 -2.567 -4.842 -0.595
C 2.600 -3.541 -3.732 -0.069
C 2.084 -4.818 -4.399 -0.603
C 3.833 -3.915 -2.896 -0.595
C 1.551 -2.879 -2.838 -0.050
C 0.267 -3.390 -2.685 -0.241
C -0.691 -2.778 -1.872 -0.261
C -0.330 -1.627 -1.206 0.245
O -1.039 -0.841 -0.370 -0.678
B -0.184 0.247 0.043 0.481
O 1.068 0.026 -0.606 -0.697
C 0.957 -1.101 -1.351 0.314
C 1.900 -1.704 -2.151 -0.297
H 3.802 -3.011 -5.469 0.187
H 3.408 -1.637 -4.426 0.211
H 2.168 -2.319 -5.475 0.210
H 2.873 -5.252 -5.018 0.195
H 1.227 -4.613 -5.043 0.209
H 1.788 -5.563 -3.659 0.209
H 4.605 -4.366 -3.528 0.188
H 3.562 -4.630 -2.117 0.210
H 4.263 -3.040 -2.409 0.210
H -0.020 -4.292 -3.208 0.196
H -1.688 -3.186 -1.767 0.218
H 2.886 -1.264 -2.239 0.202
```

Charge: -2
E_HOMO (alpha / beta), eV: -0.6806 / -0.8910
E_LUMO (alpha / beta), eV: 3.78 / 3.78
Spin multiplicity: 5
Maximum force, eV Å⁻¹: 0.9
⟨S²⟩: 6.060

***

(4)
Molecular formula: C19H16BClN8O2V
Method: DFT, ωB97M-V/def2-TZVPD

```
48
Properties=species:S:1:pos:R:3:nbo_charge:R:1
V 0.338 -0.295 -0.021 1.457
C 2.267 1.117 -3.297 -0.255
C 1.545 1.372 -2.179 0.046
N 1.287 0.172 -1.530 -0.283
N 1.886 -0.838 -2.263 -0.315
C 2.464 -0.288 -3.320 0.196
B 1.705 -2.301 -1.728 0.923
N 2.240 -2.254 -0.241 -0.314
C 3.208 -2.919 0.365 0.163
C 3.299 -2.500 1.713 -0.249
C 2.338 -1.549 1.867 0.043
N 1.670 -1.395 0.669 -0.289
N 0.126 -2.515 -1.596 -0.317
C -0.658 -3.393 -2.206 0.149
C -1.999 -3.174 -1.845 -0.268
C -1.974 -2.110 -0.992 0.051
N -0.679 -1.688 -0.824 -0.381
N 2.330 -3.361 -2.512 -0.462
C 2.344 -4.720 -2.278 -0.070
C 3.058 -5.302 -3.277 -0.278
C 3.464 -4.225 -4.107 0.019
N 3.026 -3.072 -3.657 -0.301
H 2.626 1.826 -4.025 0.304
H 1.183 2.302 -1.768 0.274
H 2.985 -0.934 -4.016 0.321
H 3.794 -3.646 -0.181 0.287
H 3.995 -2.858 2.454 0.300
H 2.070 -0.957 2.727 0.267
H -0.231 -4.129 -2.873 0.284
H -2.857 -3.729 -2.185 0.299
H -2.785 -1.602 -0.493 0.264
H 1.848 -5.156 -1.423 0.233
H 3.264 -6.350 -3.410 0.275
H 4.049 -4.262 -5.012 0.253
Cl -4.029 0.891 6.284 0.173
C -2.843 1.221 5.116 0.049
C -2.068 2.377 5.224 -0.214
C -1.110 2.646 4.276 -0.074
C -0.927 1.751 3.202 -0.296
C -1.708 0.590 3.104 -0.128
C -2.660 0.323 4.055 -0.216
C 0.070 2.149 2.269 0.853
O 0.804 3.010 2.106 -0.321
O 0.261 0.959 0.964 -0.443
H -2.235 3.052 6.053 0.279
H -0.506 3.541 4.343 0.264
H -1.589 -0.109 2.285 0.188
H -3.279 -0.561 4.005 0.261
```

Charge: +3
E_HOMO, eV: -17.4507
E_LUMO, eV: -13.03
Spin multiplicity: 1
Maximum force, eV Å⁻¹: 3.0
Energy above the lowest of the compared OMol25 structures with the same formula, charge and spin, kJ/mol: 397.65

***

(5)
Molecular formula: C19H16Br2NO4
Method: DFT, ωB97M-V/def2-TZVPD

```
42
Properties=species:S:1:pos:R:3:nbo_charge:R:1
C -4.661 0.469 -2.457 -0.626
C -3.290 0.945 -2.854 -0.065
O -2.343 0.742 -1.747 -0.510
C -1.089 1.163 -2.046 0.833
C 0.109 0.382 -1.491 -0.423
C 1.127 0.671 -2.503 0.332
N 1.969 0.846 -3.297 -0.347
O -0.841 2.100 -2.788 -0.584
H -5.339 0.604 -3.305 0.209
H -4.667 -0.593 -2.204 0.214
H -5.071 1.039 -1.621 0.228
H -2.906 0.345 -3.685 0.174
H -3.310 2.000 -3.141 0.201
H -0.152 -0.696 -1.423 0.264
C 4.216 -4.162 1.347 -0.254
O 4.553 -2.937 0.646 -0.507
C 3.722 -1.864 0.750 0.310
C 2.573 -1.861 1.565 -0.341
C 1.605 -0.882 1.373 -0.132
C 1.740 0.072 0.364 -0.061
C 0.553 0.911 -0.157 -0.216
C -0.601 1.132 0.828 -0.184
C -0.928 2.454 1.189 -0.209
C -1.914 2.720 2.116 -0.214
Br -2.353 4.497 2.612 0.010
C -2.678 1.628 2.773 0.377
O -3.575 1.831 3.600 -0.698
C -2.286 0.264 2.336 -0.245
Br -3.148 -1.188 3.169 0.012
C -1.323 0.061 1.368 -0.169
C 3.009 0.222 -0.238 -0.182
C 3.993 -0.729 -0.056 -0.274
H 4.845 -4.924 0.880 0.194
H 4.463 -4.075 2.415 0.177
H 3.153 -4.422 1.229 0.187
H 2.426 -2.612 2.341 0.215
H 0.742 -0.857 2.029 0.229
H 0.940 1.924 -0.352 0.225
H -0.394 3.290 0.729 0.209
H -1.076 -0.954 1.061 0.196
H 3.239 1.111 -0.833 0.226
H 4.971 -0.665 -0.523 0.220
```

Charge: -1
E_HOMO, eV: -3.6555
E_LUMO, eV: 2.49
Spin multiplicity: 1
Maximum force, eV Å⁻¹: 3.3
Structure (SMILES): CCOC(=O)[C@@H](C#N)[C@H](c1ccc(OC)cc1)c1cc(Br)c([O-])c(Br)c1
Energy above the lowest of the compared OMol25 structures with the same formula, charge and spin, kJ/mol: 0.00